Density functional theory data (ωB97M-V/def2-TZVPD) for a structure of composition C26H25BrN8OSeTc.

Geometry as XYZ:
```
63
Properties=species:S:1:pos:R:3:forces:R:3:nbo_charge:R:1
Tc -0.5711 -0.3584 0.2342 0.26 0.42 -0.27 0.99
O -3.1488 3.1083 5.1149 0.00 -0.05 -0.06 -0.62
C -2.7273 2.4115 4.0658 -0.04 0.06 0.11 0.48
C -3.4387 1.3562 3.4849 0.11 0.05 -0.05 -0.35
C -2.8883 0.7116 2.4024 0.00 0.01 -0.02 0.09
N -1.6950 1.0357 1.8671 -0.10 -0.11 0.16 -0.57
C -1.0696 2.0457 2.4402 0.06 0.07 0.02 0.19
Br 0.6190 2.5451 1.6715 0.07 0.12 0.23 0.50
C -1.4936 2.7791 3.5191 -0.09 -0.16 -0.14 -0.35
H -4.0127 2.8092 5.4280 -0.01 0.02 0.03 0.51
H -4.4011 1.0486 3.8680 -0.04 -0.01 0.02 0.25
H -3.4161 -0.1067 1.9284 0.01 -0.01 0.00 0.22
H -0.9313 3.6047 3.9282 0.02 0.02 0.02 0.27
Se -4.3753 -5.9134 -3.6107 0.15 0.24 0.19 1.05
N -4.5282 -4.1399 -3.5586 0.07 -0.09 0.02 -0.58
C -3.6266 -3.7030 -2.7154 -0.15 0.15 -0.12 0.10
C -3.4329 -2.2879 -2.4068 -0.10 -0.11 -0.09 -0.08
C -4.2129 -1.2889 -2.9909 0.01 0.02 0.03 -0.07
C -3.9726 0.0235 -2.6554 0.08 0.03 0.09 -0.23
C -2.9520 0.3095 -1.7558 -0.08 -0.06 -0.06 0.09
N -2.1939 -0.6283 -1.1867 0.08 0.05 0.03 -0.50
C -2.4387 -1.9259 -1.5025 0.07 -0.06 0.07 0.25
C -1.6130 -2.9439 -0.8495 -0.08 0.11 -0.08 0.14
N -0.6897 -2.5047 0.0384 -0.15 -0.09 0.14 -0.48
C 0.0690 -3.4092 0.6590 0.02 -0.06 -0.01 0.08
C -0.0381 -4.7756 0.4264 -0.01 0.10 0.00 -0.23
C -0.9737 -5.2262 -0.4767 -0.03 0.02 -0.01 -0.10
C -1.7855 -4.2957 -1.1292 -0.01 -0.16 -0.05 0.01
C -2.8107 -4.6926 -2.0909 0.12 -0.16 0.11 0.09
N -3.0467 -5.9363 -2.4249 -0.06 0.05 -0.08 -0.58
H -4.9884 -1.5671 -3.6906 -0.03 -0.01 -0.04 0.26
H -4.5500 0.8323 -3.0782 -0.01 0.00 -0.01 0.25
H -2.7220 1.3272 -1.4906 -0.02 -0.01 -0.02 0.22
H 0.7893 -3.0294 1.3695 -0.01 -0.01 -0.01 0.21
H 0.6068 -5.4577 0.9596 0.02 -0.02 0.01 0.25
H -1.1016 -6.2790 -0.6906 0.01 -0.01 0.00 0.26
C 1.0633 3.8347 -1.2691 -0.01 0.03 0.00 -0.62
C -0.0267 2.7612 -1.1671 0.02 -0.05 0.01 -0.16
C -0.1106 2.0681 -2.5490 -0.03 -0.03 -0.03 -0.60
C -1.3383 3.4466 -0.7834 -0.06 -0.01 0.00 -0.61
C 0.3472 1.6123 -0.2311 -0.25 -0.31 -0.30 -0.38
H 0.8487 4.5076 -2.0997 -0.02 0.02 0.00 0.24
H 2.0410 3.3878 -1.4553 0.03 -0.01 0.00 0.21
H 1.1223 4.4500 -0.3697 0.01 -0.01 0.03 0.21
H -0.7284 2.6636 -3.2221 0.04 0.05 0.00 0.24
H -0.5326 1.0644 -2.5068 -0.05 0.01 0.03 0.21
H 0.8799 1.9860 -2.9953 0.03 -0.03 0.00 0.23
H -1.6544 4.1184 -1.5810 -0.03 0.00 -0.02 0.24
H -1.2104 4.0594 0.1098 0.03 0.04 0.02 0.21
H -2.1513 2.7531 -0.5710 0.05 0.01 0.01 0.19
H 1.4164 1.4065 -0.3892 0.00 0.02 0.05 0.18
N 4.6662 -0.7213 1.7118 0.00 0.01 -0.01 -0.76
C 3.3849 -0.7364 2.1153 0.08 0.00 -0.07 0.38
C 2.3217 -0.5560 1.2010 -0.01 -0.03 0.07 -0.06
N 1.0612 -0.5681 1.6135 0.04 -0.03 0.05 -0.42
C 0.8198 -0.7764 2.9218 0.03 0.02 -0.05 -0.10
C 1.8780 -0.9516 3.7947 -0.05 0.01 0.05 0.06
N 3.1448 -0.9302 3.4135 -0.04 0.00 -0.03 -0.41
H 4.9260 -0.5887 0.7518 0.01 0.00 0.00 0.41
H 5.3897 -0.8519 2.3991 0.00 -0.01 0.00 0.43
H 2.5069 -0.4114 0.1442 0.03 -0.02 0.00 0.21
H -0.2085 -0.8055 3.2504 -0.01 -0.01 -0.01 0.22
H 1.6864 -1.1184 4.8473 0.01 0.00 0.03 0.23
```
Positions in Å, forces in eV/Å.

2S+1	4
LUMO level (alpha / beta)	-5.83 / -6.28	eV
HOMO-LUMO gap (alpha / beta)	7.402 / 6.927	eV
net charge	+2


Density functional theory data (ωB97M-V/def2-TZVPD) for a structure of composition C2H3FNaO3 in a non-equilibrium geometry.

Geometry as XYZ:
```
10
Properties=species:S:1:pos:R:3:forces:R:3:nbo_charge:R:1
H -0.8749 1.9493 -0.3861 0.17 -0.29 0.08 0.23
O -0.8978 -0.0580 0.2742 -0.44 -0.77 0.37 -0.34
C -0.3021 1.1578 0.0983 0.91 0.38 -1.01 -0.01
C 0.9937 1.3062 0.3780 -0.82 0.87 0.37 0.24
F 1.6399 0.3797 1.1102 0.22 -0.55 -0.29 -0.35
H 1.5775 2.2058 0.1928 -0.14 -0.24 0.19 0.22
O -0.9814 -0.7121 -1.0682 0.01 1.56 0.11 0.00
Na 0.5156 -1.7756 1.3192 0.03 0.19 -0.07 0.97
O -0.4260 -1.9559 -0.9055 -0.72 -1.07 0.09 -0.46
H -1.2445 -2.4973 -1.0130 0.78 -0.07 0.15 0.50
```
Positions in Å, forces in eV/Å.

LUMO level	-4.33	eV
HOMO-LUMO gap	10.138	eV
net charge	+1


Density functional theory data (ωB97M-V/def2-TZVPD) for a structure of composition C5H10O.

Geometry as XYZ:
```
16
Properties=species:S:1:pos:R:3:forces:R:3:nbo_charge:R:1
C 2.2159 0.7636 -0.1367 0.03 0.03 -0.01 -0.62
C 1.0851 -0.0944 -0.6841 0.15 -0.04 0.22 0.10
C 0.0650 -0.4276 0.4375 -0.11 0.01 -0.11 -0.58
C -1.2185 -0.3942 -0.2794 -0.11 -0.10 0.48 0.22
C -2.4602 -0.2701 0.4960 0.04 0.08 0.00 -0.74
O 0.2961 0.5829 -1.6109 -0.03 -0.06 -0.13 -0.74
H 2.9211 1.0408 -0.9254 -0.10 -0.06 0.08 0.22
H 1.8012 1.6861 0.2870 0.06 -0.11 -0.08 0.20
H 2.7631 0.2297 0.6519 -0.06 0.07 -0.12 0.20
H 1.5122 -1.0271 -1.0997 -0.09 0.15 0.01 0.15
H 0.1660 -1.3353 1.0533 -0.01 0.08 -0.08 0.24
H 0.0864 0.4213 1.1408 0.02 -0.10 -0.01 0.24
H -0.7909 -0.0969 -1.4209 0.14 0.15 -0.05 0.37
H -2.7756 -1.3207 0.6270 0.00 0.08 -0.04 0.28
H -2.3287 0.1625 1.4955 -0.06 -0.07 -0.14 0.22
H -3.2722 0.2261 -0.0416 0.13 -0.11 -0.01 0.25
```
Positions in Å, forces in eV/Å.

LUMO level (alpha / beta)	-0.65 / -0.65	eV
HOMO-LUMO gap (alpha / beta)	7.911 / 7.913	eV